Entry 1:
A 6-piece molecular cluster, C14H42N6O8 overall, computed with the ωB97M-V functional and the def2-TZVPD basis.

energy	-1488.9044	Eh
orbital gap (alpha / beta)	2.20 / 8.79	eV
multiplicity	2
charge	-1
LUMO (alpha / beta)	2.3 / 2.3	eV

XYZ file:
```
70
Properties=species:S:1:pos:R:3:forces:R:3:nbo_charge:R:1
O 0.698769 3.477668 -1.446537 0.482 0.256 -2.575 -0.55
O 0.870626 -7.473711 5.500709 1.689 -1.419 -0.741 -0.56
O 1.209849 -0.229514 3.017528 0.330 -0.512 0.790 -0.97
O 2.000301 -1.150014 -2.929850 0.741 0.146 0.745 -1.47
O -4.159360 0.678931 -1.521657 0.696 -0.028 -0.757 -0.73
O 0.180063 0.797632 0.491930 1.480 -1.500 -0.541 -0.84
O 0.356729 -4.194690 1.038743 0.660 0.451 2.039 -0.54
O -2.298066 7.169948 -4.483397 0.213 -0.327 -0.123 -0.56
N -2.476361 1.402626 -0.234762 -1.138 5.152 2.186 -0.85
N 1.375317 -0.942754 -0.420595 0.209 -4.763 1.338 -0.83
N -2.181793 -0.382393 -1.155624 2.680 -6.805 -2.750 -0.83
N 1.718434 1.031343 -1.131895 0.848 1.880 -0.438 -0.86
N 0.128357 4.932838 -3.926444 -0.075 0.803 -0.303 -0.62
N 0.691176 -4.128941 4.860925 -3.281 0.148 0.467 -0.66
C 0.651204 -3.589521 2.339154 0.501 -0.715 0.001 -0.08
C 1.649010 3.711269 -2.542458 -0.322 -1.185 -0.440 -0.14
C -3.005403 0.575043 -1.074601 -3.331 0.643 0.382 0.74
C 0.929292 -5.016340 5.991765 -0.556 -1.856 -1.186 -0.23
C 0.123174 -6.406738 5.981917 -0.496 0.666 -0.612 -0.06
C 0.812400 -4.640997 3.490518 2.086 0.737 0.017 -0.25
C 0.967073 4.240976 -0.336642 -0.338 0.305 1.356 -0.25
C -3.698987 7.147060 -4.738107 0.430 0.957 -0.839 -0.25
C -0.976224 -4.599233 0.981822 -0.573 -0.817 -0.543 -0.26
C -1.435257 6.490316 -5.437417 -0.516 -0.737 1.657 -0.07
C 1.064863 0.275849 -0.307255 -3.002 3.606 2.387 0.75
C 0.296700 -8.785991 5.394943 -0.134 1.073 -0.444 -0.25
C 1.445859 5.019115 -3.270777 -0.310 -0.357 0.821 -0.26
C -0.082824 6.122749 -4.790014 0.676 0.330 0.248 -0.23
H -0.630878 -8.803505 4.822769 -0.623 0.485 0.344 0.17
H 2.655086 3.496969 -2.181919 0.207 0.466 0.125 0.18
H 1.154305 -0.794755 -3.202457 -1.020 0.316 -0.525 0.39
H -2.993439 2.256003 -0.391162 0.685 0.657 1.190 0.38
H 1.451792 2.978660 -3.325082 -0.240 -0.546 0.476 0.21
H -1.616485 -3.749798 0.743859 -0.272 -0.107 -0.036 0.18
H -0.325384 -6.704900 6.929546 0.263 0.482 0.639 0.16
H -1.325328 -0.413259 -0.621183 -0.095 0.137 -0.349 0.41
H 0.616080 -4.508255 6.903821 0.440 0.122 -0.025 0.20
H 1.583828 3.721072 0.396442 0.648 -0.156 -0.106 0.17
H -1.060142 -5.406182 0.253898 0.056 0.448 -0.689 0.19
H 1.854253 -4.960682 3.469537 0.487 -0.385 -0.794 0.16
H 0.735852 -0.307130 2.189568 -0.394 0.481 -0.531 0.49
H -2.337008 -1.085624 -1.863768 0.177 -0.140 0.308 0.38
H -0.065360 -2.812920 2.606612 -0.303 -0.059 -0.067 0.18
H 2.003871 -5.135933 5.853612 0.386 -1.162 1.408 0.18
H -0.732594 -6.330195 5.311161 -0.353 0.664 -0.155 0.16
H 1.130147 -3.281091 5.190400 0.069 0.383 -1.490 0.38
H -1.355305 -5.142859 1.847194 0.157 0.497 0.749 0.16
H 2.245192 5.237255 -3.978997 -0.063 -0.489 -0.295 0.20
H 0.901661 -9.398898 4.726753 0.712 0.158 0.516 0.20
H -1.563432 1.292207 0.182921 0.243 0.506 -0.286 0.44
H -1.291526 7.127918 -6.309722 0.139 -0.005 -0.047 0.17
H 1.600431 5.769920 -2.495856 -0.640 0.943 -0.094 0.16
H 0.319382 6.963982 -4.225521 -0.296 0.703 -0.124 0.17
H -4.178096 7.920542 -4.137865 0.135 -0.639 0.999 0.19
H -0.558066 4.865478 -3.188625 -0.304 0.032 0.008 0.37
H 1.970387 -1.131664 -1.214525 0.086 -1.229 0.056 0.43
H -4.161377 6.160437 -4.708592 0.084 -0.032 0.423 0.18
H 0.159099 -9.246716 6.373156 -0.003 -0.072 0.031 0.17
H 1.085601 -1.626242 0.264249 0.010 -0.122 -0.507 0.40
H -1.911733 5.551548 -5.719857 -0.164 -0.074 -0.337 0.18
H 0.021034 4.319881 0.198968 -0.096 0.659 -0.067 0.20
H 0.293890 -5.560838 3.220095 -0.755 0.214 0.771 0.20
H 1.436283 1.991714 -0.997145 0.303 0.079 -1.197 0.43
H 2.340113 -1.586758 -3.710887 0.472 -0.476 -0.884 0.34
H 2.282187 0.558118 -1.823515 0.203 0.875 -0.397 0.41
H -3.965308 7.601886 -5.692206 0.433 -0.368 -0.868 0.16
H 1.695101 0.591932 2.940171 -0.018 0.179 -0.166 0.47
H 1.629882 -3.122041 2.230780 -0.151 0.193 -0.205 0.19
H 1.420807 5.194454 -0.607030 -0.199 0.200 0.371 0.16
H 0.630277 5.977748 -5.601521 -0.053 0.049 -0.318 0.19
```
Positions in Å, forces in eV/Å.

Entry 2:
A 7-piece molecular cluster, C14H42O14 overall, computed with the ωB97M-V functional and the def2-TZVPD basis.

energy	-1611.7252	Eh
orbital gap	10.28	eV
SMILES	OCCO.OCCO.OCCO.OCCO.OCCO.OCCO.OCCO
LUMO	0.4	eV
energy above the lowest of the compared OMol25 structures with the same formula, charge and spin	88.1	kcal per mole

XYZ file:
```
70
Properties=species:S:1:pos:R:3:forces:R:3:nbo_charge:R:1
O -6.024224 0.402216 -1.638764 -0.178 0.690 -1.631 -0.72
O 0.486846 1.736616 0.371086 -0.953 -0.775 -0.632 -0.71
O 0.434926 -0.815934 -5.587464 0.312 0.056 0.508 -0.74
O 4.209616 6.089646 -1.096604 0.365 2.009 -0.505 -0.76
O -4.418934 2.299276 1.106716 -0.441 0.158 0.428 -0.70
O -2.612354 -5.634564 3.018826 -0.079 0.449 1.090 -0.74
O 2.778046 4.173146 0.833896 0.292 0.116 0.280 -0.74
O -0.628844 -5.319154 0.365156 -0.608 -0.958 0.223 -0.73
O 4.211206 3.413606 -1.888784 1.694 1.866 -0.173 -0.73
O 1.979496 2.792826 -3.922344 1.168 0.176 -2.049 -0.74
O 0.539996 -1.390514 0.967386 0.559 -0.280 -0.108 -0.73
O 1.685596 -1.860784 5.387886 -0.154 0.954 -0.466 -0.71
O -0.173104 -2.860934 3.329156 0.212 0.571 -0.309 -0.77
O 1.567276 -3.443824 -4.052304 -0.514 -1.411 -1.314 -0.70
C -0.498364 -0.473854 0.852036 -0.735 0.737 0.191 -0.09
C -4.820624 1.949596 -0.178104 0.966 -1.923 -2.234 -0.09
C -2.535044 -6.129604 1.693616 0.572 0.019 1.248 -0.09
C 3.105056 5.572426 0.983676 0.158 -0.936 0.279 -0.09
C 0.378086 -2.285914 5.659856 -0.863 -1.528 0.082 -0.09
C 4.444096 5.958376 0.288836 -2.182 -1.267 -0.109 -0.08
C 1.909226 2.886586 -2.530874 0.682 0.027 0.202 -0.09
C 0.413786 -1.272384 -4.211194 -0.169 0.055 -1.120 -0.11
C -5.725134 0.667516 -0.298224 -0.458 0.808 0.638 -0.07
C -1.973064 -5.053864 0.808776 0.404 0.635 -1.158 -0.09
C -0.268724 0.613536 -0.146034 0.641 -0.268 0.110 -0.10
C 3.254646 2.474666 -1.787114 -3.644 -2.432 -1.102 -0.08
C 1.626816 -2.095334 -3.811664 0.477 1.000 1.834 -0.10
C -0.668624 -2.167944 4.483806 1.532 -0.095 0.736 -0.09
H 3.959966 5.319556 -1.612584 0.306 -0.575 0.780 0.50
H -6.814134 -0.143184 -1.652424 0.030 0.038 -0.147 0.47
H -3.480764 -5.810044 3.388506 0.102 -0.034 0.008 0.47
H 5.169186 5.157466 0.433366 0.140 -0.013 0.499 0.17
H 5.048516 2.952326 -1.976804 0.219 0.440 -0.022 0.50
H 3.141116 3.832146 0.013226 0.132 0.426 0.029 0.46
H 1.551266 -3.474684 -5.011674 -0.044 -0.806 -0.280 0.46
H 1.734556 -2.068284 -2.727334 -0.222 0.476 0.287 0.18
H 0.077156 -2.013574 1.532336 0.944 -0.850 0.665 0.49
H -3.887274 3.083736 0.953246 0.174 0.118 0.546 0.47
H -6.667214 0.853736 0.217456 0.021 0.051 0.489 0.16
H -1.663554 -2.545164 4.720296 0.086 0.102 0.408 0.18
H 0.290016 -0.458594 -3.496684 -0.009 0.244 -0.158 0.17
H 0.520236 -3.331164 5.934326 -0.698 -0.534 -0.066 0.15
H -1.268794 0.886106 -0.483154 0.227 0.785 -0.075 0.18
H 0.648086 0.119866 -5.608624 0.177 0.028 0.023 0.47
H -0.133374 -4.529614 0.135476 -0.380 0.249 0.025 0.48
H 0.245416 0.099526 -0.958164 0.180 0.380 -0.499 0.16
H -5.340494 -0.309794 -0.006674 0.869 0.596 1.330 0.17
H 2.957436 2.257256 -0.761204 0.112 -0.043 0.274 0.15
H -1.950214 -4.055714 1.246126 -0.522 -0.172 0.520 0.18
H 3.644286 1.547066 -2.206444 -0.431 -0.339 -0.108 0.18
H 1.014496 2.272516 -2.428554 0.214 -0.042 2.093 0.19
H -5.080324 2.784146 -0.829394 -1.640 0.294 0.507 0.17
H 2.593556 -1.741014 -4.169424 -0.140 0.783 -0.442 0.17
H 1.494336 3.551516 -4.254914 0.171 -0.108 -0.377 0.47
H 1.747596 3.947476 -2.339874 -0.296 -0.044 0.922 0.17
H -1.363894 -1.057854 0.539146 -0.613 0.346 -0.005 0.15
H 4.791536 6.882816 0.750136 0.163 0.151 -0.610 0.19
H -3.544444 -6.428324 1.410806 0.226 -0.169 -0.462 0.17
H 0.020966 -1.834894 6.585686 -0.029 0.542 -0.254 0.18
H -3.939994 1.725956 -0.780264 0.699 -0.846 0.077 0.14
H 3.127876 5.752646 2.058436 0.363 -0.105 0.132 0.17
H -0.501294 -1.864424 -4.226454 0.158 -0.361 0.713 0.19
H -0.705104 -1.101594 4.260916 -0.209 -0.071 -0.436 0.19
H -1.842844 -6.970204 1.742206 -0.139 -0.282 -0.550 0.19
H 1.417216 1.536796 0.244276 0.010 -0.026 0.199 0.47
H 1.949366 -2.345954 4.602616 0.221 0.031 -0.234 0.47
H -0.446644 -3.780334 3.290596 -0.279 -0.143 0.415 0.49
H -0.675674 0.027416 1.803556 -0.337 -0.062 0.312 0.17
H 2.205626 6.090076 0.650276 0.451 0.670 -0.540 0.18
H -2.721464 -5.041144 0.016416 0.536 0.422 -0.923 0.16
```
Positions in Å, forces in eV/Å.

Entry 3:
A 7-piece molecular cluster, C14H42O14 overall, computed with the ωB97M-V functional and the def2-TZVPD basis.

energy	-1611.8316	Eh
orbital gap	9.60	eV
SMILES	OCCO.OCCO.OCCO.OCCO.OCCO.OCCO.OCCO
LUMO	0.3	eV
energy above the lowest of the compared OMol25 structures with the same formula, charge and spin	21.3	kcal per mole

XYZ file:
```
70
Properties=species:S:1:pos:R:3:forces:R:3:nbo_charge:R:1
O 1.515488 -4.066088 -2.001804 -0.063 0.153 0.179 -0.72
O 2.155979 -1.022384 2.012966 -0.742 0.337 -0.650 -0.73
O -0.336915 4.757733 3.588697 0.560 -0.199 0.195 -0.72
O 0.606897 1.801961 -2.913300 0.018 0.291 -0.030 -0.76
O 0.095798 -2.958129 1.995070 0.399 -0.839 0.202 -0.74
O -4.859721 0.998647 -0.517199 0.096 -0.254 -0.043 -0.74
O -2.273325 2.316341 0.390322 -0.213 -0.660 -0.086 -0.78
O 0.208315 -0.983253 -3.585682 0.228 -0.913 0.126 -0.77
O -0.985880 -0.691407 0.143299 -0.489 0.453 0.741 -0.76
O 4.388457 -2.655209 0.978806 -0.024 -0.202 0.053 -0.74
O 0.275940 -3.114761 5.081833 -0.494 -0.367 0.630 -0.72
O 2.880807 0.104773 -3.752897 -0.018 0.084 0.253 -0.73
O -1.628235 5.030829 1.170644 0.171 0.010 -0.112 -0.75
O -3.567084 -0.855058 1.325675 0.038 -0.347 -0.977 -0.75
C 1.763350 2.248142 -3.641113 -0.240 -1.167 0.752 -0.10
C 0.282980 4.257915 2.401057 -1.041 1.557 0.094 -0.08
C 1.554994 -3.017464 -2.960557 -0.125 0.500 0.432 -0.10
C -0.461784 0.622123 0.351450 0.100 -0.119 -1.117 -0.10
C -0.627952 -2.367898 4.285958 1.151 -0.184 -1.786 -0.09
C 0.373443 -2.099541 -2.661992 -1.294 -0.149 -0.057 -0.10
C -0.935523 -3.038840 2.940333 -1.268 0.478 0.197 -0.09
C 2.951169 -0.730952 0.878402 1.402 -0.104 0.141 -0.09
C -0.196508 5.131383 1.231312 0.346 -1.432 -0.348 -0.10
C -4.425430 -0.302284 -0.899625 0.124 0.872 0.144 -0.10
C 2.948871 1.401583 -3.181067 0.487 0.415 0.126 -0.09
C -1.246291 1.688058 -0.403985 0.104 1.310 0.726 -0.10
C 3.469996 -1.951011 0.140841 0.099 0.115 0.416 -0.11
C -4.434308 -1.264918 0.242438 -0.944 -1.027 1.194 -0.10
H -0.504593 -1.258138 -4.167102 0.119 0.362 -0.308 0.49
H -1.884540 -0.662101 0.532671 0.373 -0.407 0.009 0.50
H -3.414330 -0.214874 -1.314614 -0.003 -0.312 -0.048 0.17
H 1.573468 2.026160 -4.693467 0.345 0.467 -0.189 0.18
H 3.916901 1.861041 -3.400232 -0.085 -0.171 -0.673 0.18
H -1.970089 3.208385 0.603641 -0.273 -0.020 0.271 0.50
H 0.444311 0.880337 -3.165811 -0.238 0.118 0.037 0.48
H 0.014710 3.208757 2.269033 0.052 -0.039 -0.229 0.17
H 2.506711 -0.084081 0.120427 -0.767 0.056 0.520 0.17
H -1.703842 1.332892 -1.327279 0.214 -0.242 0.019 0.19
H -4.114793 1.437686 -0.070941 -0.127 0.005 -0.050 0.50
H -0.356535 0.899499 1.403163 -0.188 -0.143 0.085 0.18
H 2.999597 1.329583 -2.087692 -0.532 0.072 0.107 0.16
H 0.118999 6.169274 1.314400 0.056 0.050 0.223 0.18
H -1.272650 -4.063911 3.117202 0.651 -0.266 -0.126 0.17
H 2.652694 -2.587140 -0.209245 0.039 -0.066 0.048 0.19
H 1.151562 -3.027519 4.702311 0.008 -0.008 -0.136 0.47
H 1.361281 4.379246 2.491029 0.048 -0.162 0.113 0.18
H 3.825896 -0.198244 1.265426 0.207 0.151 -0.348 0.17
H -1.849210 -2.570898 2.546281 0.082 0.277 -0.044 0.16
H 0.086290 -2.111459 1.531421 -0.204 0.082 0.131 0.50
H -1.916081 5.406329 0.331131 -0.093 0.136 0.135 0.49
H 0.537999 0.588361 -0.083160 0.027 0.082 0.038 0.18
H -5.085534 -0.676835 -1.684550 -0.030 0.071 0.029 0.19
H 2.011007 -0.254217 -3.511182 0.323 -0.048 -0.354 0.47
H -1.163472 5.185885 3.347413 -0.111 -0.168 -0.078 0.48
H -0.505978 -2.745340 -2.757867 -0.082 0.129 0.134 0.18
H -4.287895 -2.301094 -0.096844 0.978 0.200 -0.083 0.17
H 3.951159 -3.383419 1.428506 -0.130 -0.014 -0.159 0.47
H -4.104291 -0.929188 2.112921 0.242 0.175 0.313 0.49
H 1.884541 3.308784 -3.435717 0.028 0.026 -0.104 0.18
H 2.141997 -4.737473 -2.283599 0.023 -0.048 0.083 0.47
H 0.277634 -1.644217 -1.675715 0.686 -0.395 0.204 0.22
H -0.568589 2.511248 -0.649256 0.253 -0.377 -0.413 0.18
H 1.407064 -3.472523 -3.942793 0.283 0.471 -0.257 0.17
H -0.075406 -1.465862 3.991567 -0.743 0.528 0.339 0.17
H 2.478439 -2.437312 -2.869542 0.170 -0.217 -0.374 0.18
H -1.585956 -2.198631 4.770856 0.297 0.124 0.575 0.18
H 0.226236 4.685798 0.322942 0.084 0.266 -0.112 0.17
H 4.053254 -1.600555 -0.713908 -0.090 -0.035 -0.094 0.18
H -5.407842 -1.409174 0.728405 -0.349 0.713 -0.554 0.17
H 2.656314 -1.625355 2.569919 0.086 -0.036 -0.078 0.47
```
Positions in Å, forces in eV/Å.

Which of these has the highest energy? C14H42N6O8

Which of these has the highest energy? C14H42N6O8

The highest energy belongs to which entry? C14H42N6O8

The highest energy belongs to which entry? C14H42N6O8